(1)
Here is 3 unconnected molecules or ions with the total composition C5H18N3O2 in a non-equilibrium geometry from the Open Molecules 2025 dataset. Energies are from ωB97M-V/def2-TZVPD.

## Properties
molar mass: 152.22 g mol⁻¹
F_max: 0.030 hartree/bohr
gap between HOMO and LUMO: 8.494 eV
total charge: +1

The geometry in XYZ format:
```
28
Properties=species:S:1:pos:R:3:nbo_charge:R:1
C -0.967 0.200 2.638 -0.6482
C -0.603 0.501 1.207 -0.0444
C -1.780 0.199 0.238 -0.4389
C -1.279 -0.014 -1.156 0.0460
C -1.109 -1.275 -1.612 -0.0804
N -0.412 -1.615 -2.752 -0.8239
N -0.965 1.140 -1.899 -0.8668
N 0.581 -0.403 0.875 -0.7230
H -0.126 0.291 3.331 0.2331
H -1.363 -0.821 2.745 0.2179
H -1.785 0.781 3.067 0.2554
H -0.279 1.516 1.019 0.2310
H -2.382 -0.635 0.577 0.2350
H -2.363 1.116 0.354 0.2289
H -1.704 -2.048 -1.158 0.2247
H -0.082 -2.544 -2.942 0.4070
H 0.132 -0.926 -3.235 0.3784
H -0.806 0.984 -2.887 0.3842
H -1.661 1.882 -1.868 0.3992
H 0.586 -1.182 1.520 0.4326
H 0.484 -0.808 -0.071 0.4412
H 1.373 0.261 0.863 0.4979
H 4.032 -1.323 0.872 0.4881
H 3.937 0.151 1.220 0.4838
O 3.415 -0.661 1.204 -0.9656
H 0.948 1.516 -0.938 0.5019
H 2.451 2.061 -0.844 0.5038
O 1.724 1.654 -0.368 -0.9990
```

(2)
Here is 2 unconnected molecules or ions with the total composition C5H7N4 in a non-equilibrium geometry from the Open Molecules 2025 dataset. Energies are from ωB97M-V/def2-TZVPD.

## Properties
molar mass: 123.14 g mol⁻¹
F_max: 0.056 hartree/bohr
gap between HOMO and LUMO (spin up / spin down): 7.932 / 7.933 eV
total charge: +1

The geometry in XYZ format:
```
16
Properties=species:S:1:pos:R:3:nbo_charge:R:1
C 2.917 1.357 -0.637 0.1215
C 1.233 2.448 0.086 0.3109
C 1.838 0.439 -0.527 -0.0370
C 1.332 -0.864 -0.819 0.2438
C -0.442 0.508 -0.187 0.5697
N 2.443 2.574 -0.358 -0.3948
N 0.031 -0.825 -0.601 -0.5057
N 0.771 1.190 -0.058 -0.3835
N -1.628 0.839 -0.154 -0.5227
H 3.915 1.268 -0.897 0.2461
H 0.627 3.161 0.511 0.2220
H 1.729 -1.574 -1.501 0.2706
H -1.312 -0.985 2.074 0.0781
H -1.746 1.790 0.045 0.3795
H -0.686 -1.587 -0.738 0.4804
H -0.861 -0.927 1.470 -0.0788
```

(3)
Here is a single C4H8O2 molecule in a non-equilibrium geometry from the Open Molecules 2025 dataset. Energies are from ωB97M-V/def2-TZVPD.

## Properties
molar mass: 88.11 g mol⁻¹
F_max: 0.233 hartree/bohr
gap between HOMO and LUMO: 11.219 eV
SMILES: CCOC(C)=O

The geometry in XYZ format:
```
14
Properties=species:S:1:pos:R:3:nbo_charge:R:1
C 1.256 1.404 1.083 -0.5898
C 1.508 0.492 0.008 -0.0679
O 0.332 0.061 -0.791 -0.5344
C -0.714 -0.533 -0.163 0.7985
C -1.900 -0.671 -1.127 -0.6808
O -0.624 -0.927 1.011 -0.6176
H 0.724 1.057 1.791 0.2074
H 2.310 1.994 1.487 0.2279
H 0.692 2.461 0.581 0.1981
H 2.138 0.661 -0.740 0.1939
H 1.802 -0.733 0.314 0.1792
H -1.510 -1.361 -1.896 0.2350
H -2.185 0.135 -1.478 0.2110
H -2.529 -1.437 -0.634 0.2394
```

(4)
Here is 2 unconnected molecules or ions with the total composition C2H2ClNO in a non-equilibrium geometry from the Open Molecules 2025 dataset. Energies are from ωB97M-V/def2-TZVPD.

## Properties
molar mass: 91.50 g mol⁻¹
F_max: 0.123 hartree/bohr
gap between HOMO and LUMO: 8.387 eV

The geometry in XYZ format:
```
7
Properties=species:S:1:pos:R:3:nbo_charge:R:1
C -0.116 0.562 0.167 0.0027
C 0.350 -1.499 0.285 0.4787
N 0.110 1.080 -0.925 -0.4651
O 0.073 -1.950 1.317 -0.4376
Cl -0.238 2.706 -1.282 0.0861
H -0.419 0.826 1.155 0.1756
H 0.239 -1.725 -0.717 0.1596
```